(1)
Density functional theory data (ωB97M-V/def2-TZVPD) for a 14-piece molecular cluster, C48H126N2O16 overall at a distorted geometry.

Calculated values
HOMO-LUMO gap = 9.366 eV
E_HOMO = -8.898 eV
E_tot = -87555.22396 eV
Molecular weight = 987.53 g mol⁻¹
ΔE to the lowest compared entry with this formula, charge and spin = 1.7 kJ/mol
Maximum force = 0.0497 hartree/bohr

Each line ends with the Mulliken charge.
Positions of all 192 atoms, in Å:
1 C 20.339631 0.725807 -8.807230  -0.7256
2 O 20.320854 2.125024 -8.645997  -0.0806
3 C 19.020775 2.645972 -8.888456  -0.5695
4 C 19.101135 4.157813 -8.888843  -0.4569
5 N 20.087724 4.665774 -9.806820  -0.4532
6 C 20.587971 5.988660 -9.389050  -0.0697
7 C 21.672911 6.430974 -10.348982  -0.8736
8 O 22.919653 5.948823 -9.878753  -0.2705
9 C 23.902241 5.727996 -10.862371  -0.7806
10 H 21.272985 0.311829 -8.408329  0.0285
11 H 20.262300 0.434309 -9.859088  0.4060
12 H 19.606039 0.185487 -8.197731  0.2938
13 H 18.334018 2.296362 -8.106098  0.2491
14 H 18.614188 2.326183 -9.858427  0.5231
15 H 19.258069 4.502252 -7.849076  0.1160
16 H 18.107176 4.583033 -9.074224  0.3908
17 H 20.924930 4.081775 -9.758112  0.2760
18 H 21.024860 5.982990 -8.379645  -0.0712
19 H 19.769978 6.715884 -9.409425  0.4430
20 H 21.736108 7.531134 -10.451493  0.4783
21 H 21.472045 6.123711 -11.385517  0.3755
22 H 24.243206 6.703951 -11.259531  0.3039
23 H 23.556746 5.130474 -11.712649  0.3290
24 H 24.782923 5.293667 -10.394522  0.2362
25 C 22.747476 -0.849448 -5.507528  0.2340
26 O 23.554355 -0.824460 -4.368119  0.2475
27 C 22.897068 -0.662222 -3.111371  -1.0833
28 C 23.924160 -0.894037 -2.041182  1.6823
29 N 24.904105 0.198676 -2.004232  0.8761
30 C 26.245069 -0.073672 -1.506291  0.5228
31 C 27.017322 -1.165873 -2.269378  -0.4687
32 O 27.578095 -0.434884 -3.359419  0.5374
33 C 27.585328 -1.142879 -4.613524  -0.6322
34 H 23.491035 -1.095978 -6.267488  -0.2344
35 H 22.277512 0.069636 -5.896929  -0.5504
36 H 21.906925 -1.556002 -5.517329  0.2262
37 H 22.123730 -1.448639 -3.034221  0.6064
38 H 22.405167 0.316723 -3.060510  -0.3220
39 H 24.424685 -1.859293 -2.242636  -1.2906
40 H 23.566520 -1.030891 -1.013703  -0.0430
41 H 25.010094 0.526515 -2.966384  -0.1402
42 H 26.127957 -0.411895 -0.459242  -0.2898
43 H 26.796543 0.852978 -1.343517  -0.6231
44 H 26.327598 -1.969473 -2.527763  -0.3409
45 H 27.844693 -1.574630 -1.677021  0.5555
46 H 28.128895 -0.594616 -5.380151  -0.2241
47 H 26.557300 -1.164674 -4.997162  0.1550
48 H 27.993749 -2.127332 -4.391103  0.4526
49 C 22.263361 4.983709 -1.217690  -0.8706
50 C 21.993736 3.645665 -0.491948  -0.0722
51 C 21.912437 2.512963 -1.506005  -0.5618
52 O 22.983695 3.456118 0.507627  -0.5338
53 H 21.934049 5.828470 -0.617530  0.3891
54 H 21.675321 5.011090 -2.147863  0.1365
55 H 23.287275 5.084069 -1.591770  0.1608
56 H 21.014112 3.852077 -0.044319  0.4061
57 H 22.916548 2.431998 -1.938255  -0.0837
58 H 21.114491 2.714223 -2.217309  0.4701
59 H 21.691932 1.549066 -1.037068  0.1716
60 H 23.836273 3.350574 0.062382  0.1259
61 C 27.884539 4.741167 -4.413887  -1.7033
62 C 27.341189 3.340082 -4.155760  2.1581
63 C 26.788464 2.741290 -5.445793  -1.4364
64 O 28.316743 2.477420 -3.656334  -0.1491
65 H 28.910074 4.636485 -4.777577  0.3455
66 H 27.860022 5.282878 -3.466545  0.2737
67 H 27.334322 5.310548 -5.155649  0.3988
68 H 26.480566 3.435319 -3.477276  -0.8465
69 H 27.607817 2.413818 -6.097031  0.4004
70 H 26.118276 3.295321 -6.108112  0.4711
71 H 26.179419 1.836880 -5.284272  0.0941
72 H 28.016580 1.568247 -3.541668  0.0633
73 C 23.452728 -5.410823 -1.643787  -1.1579
74 C 24.855102 -5.011297 -2.154089  2.0609
75 C 25.731420 -4.496573 -1.014247  -1.2774
76 O 25.489052 -6.158745 -2.695651  -0.7492
77 H 23.039955 -6.321101 -2.066119  0.3029
78 H 22.844290 -4.587683 -2.055642  0.0184
79 H 23.292660 -5.391644 -0.567845  0.3973
80 H 24.772815 -4.213997 -2.897633  -0.7648
81 H 25.416676 -4.879296 -0.045960  0.4163
82 H 25.548901 -3.411795 -0.967346  0.0524
83 H 26.801762 -4.601689 -1.170389  0.3506
84 H 24.950925 -6.445506 -3.482344  0.5051
85 C 19.432505 -2.207441 0.850319  -1.4774
86 C 19.706682 -2.743251 -0.523802  2.0499
87 C 20.246482 -4.164153 -0.555552  -1.3579
88 O 18.495357 -2.729622 -1.261801  -0.6144
89 H 18.967938 -1.216375 0.809728  0.4017
90 H 20.325680 -2.033309 1.458796  0.2462
91 H 18.749000 -2.834313 1.429944  0.3407
92 H 20.469157 -2.129065 -1.007048  -0.7921
93 H 20.267624 -4.494684 -1.598237  0.3768
94 H 19.614311 -4.876000 -0.026387  0.4090
95 H 21.296903 -4.147664 -0.268903  0.2209
96 H 17.891394 -3.444132 -1.052523  0.3114
97 C 31.930222 1.456468 -1.288542  -1.2903
98 C 31.849427 0.329258 -2.332184  0.3849
99 C 30.709204 -0.613579 -1.910619  -0.9774
100 O 31.597215 0.879808 -3.628511  -0.5542
101 H 32.829339 2.059510 -1.422507  0.3673
102 H 32.073871 0.966013 -0.314950  0.3994
103 H 31.043400 2.077623 -1.151696  0.2125
104 H 32.834619 -0.136260 -2.311310  0.3872
105 H 29.805397 -0.010127 -1.840652  -0.0394
106 H 31.005388 -1.033060 -0.949240  0.5232
107 H 30.601254 -1.390756 -2.666468  0.3426
108 H 30.880911 1.530401 -3.570410  0.2533
109 C 18.923090 -0.217223 -5.741429  -0.9776
110 C 18.433393 -0.502804 -4.330909  0.9256
111 C 16.918889 -0.559492 -4.241328  -1.5342
112 O 19.155752 -1.638071 -3.860001  -0.4869
113 H 19.017370 -1.180238 -6.251181  0.4367
114 H 19.788790 0.439931 -5.775501  -0.0538
115 H 18.184079 0.324107 -6.347960  0.3978
116 H 18.801891 0.318240 -3.693740  0.0405
117 H 16.637361 0.501269 -4.275721  0.4200
118 H 16.555067 -0.909618 -3.274409  0.3815
119 H 16.371053 -1.037090 -5.052242  0.2934
120 H 18.948875 -1.819224 -2.928133  0.1521
121 C 25.347255 -0.868663 2.281064  -1.6924
122 C 24.300688 0.079319 1.706562  2.8671
123 C 22.911794 -0.420174 2.090986  -1.3612
124 O 24.562980 1.365635 2.289373  -0.7161
125 H 25.256947 -1.094620 3.343790  0.4007
126 H 26.353905 -0.454067 2.168497  0.3651
127 H 25.342064 -1.813940 1.725187  0.3115
128 H 24.463616 0.152010 0.625219  -1.2098
129 H 22.961161 -0.895681 3.072653  0.4027
130 H 22.471712 -1.163869 1.417760  0.1364
131 H 22.174125 0.383013 2.152974  0.3692
132 H 24.268909 2.038732 1.665478  0.1891
133 C 23.602032 -4.520274 -5.761024  -1.0855
134 C 23.526708 -5.999264 -6.080879  0.4700
135 C 24.450407 -6.349633 -7.258481  -1.3422
136 O 23.946963 -6.692689 -4.908216  -0.5057
137 H 22.716844 -4.286375 -5.156215  0.2825
138 H 23.352709 -3.897677 -6.622477  0.2124
139 H 24.552126 -4.206000 -5.341629  0.2779
140 H 22.493134 -6.254363 -6.321611  0.1962
141 H 23.946017 -6.318060 -8.217589  0.2868
142 H 24.832140 -7.365820 -7.102720  0.4498
143 H 25.334058 -5.719850 -7.157349  0.3265
144 H 24.218681 -7.581427 -5.172731  0.2460
145 C 22.988626 3.348676 -6.131452  -0.7535
146 C 21.970594 3.706891 -5.055689  1.6217
147 C 21.480559 5.131202 -5.085866  -1.4708
148 O 20.886752 2.827742 -5.260694  -0.3772
149 H 22.590876 3.590932 -7.123204  0.1204
150 H 23.070434 2.257327 -6.158109  0.0004
151 H 24.006125 3.720646 -6.035480  0.2598
152 H 22.468278 3.477202 -4.116305  -0.3910
153 H 21.016524 5.368115 -6.042142  -0.0305
154 H 22.319619 5.800154 -4.890681  0.4497
155 H 20.682609 5.261818 -4.353741  0.3239
156 H 20.616765 2.900617 -6.184045  0.1074
157 C 32.524585 -0.400465 -7.067826  -1.4868
158 C 31.070260 -0.671134 -6.729004  1.1500
159 C 30.321683 -1.562504 -7.687860  -1.1422
160 O 30.949206 -1.266735 -5.394634  -0.4994
161 H 32.659514 -0.158084 -8.125388  0.3832
162 H 33.042600 -1.351324 -6.896771  0.3122
163 H 33.000397 0.372082 -6.470767  0.3262
164 H 30.537299 0.283694 -6.578552  0.0097
165 H 29.276732 -1.608382 -7.383445  0.0406
166 H 30.694071 -2.593372 -7.699879  0.3366
167 H 30.394177 -1.289492 -8.745942  0.4015
168 H 30.789839 -0.504701 -4.818945  0.1221
169 C 24.384298 -2.927212 -9.224154  -0.8952
170 C 24.821215 -1.452649 -9.069775  1.0169
171 C 25.720695 -1.283881 -7.845271  -0.6319
172 O 25.366654 -0.995055 -10.273118  -0.5560
173 H 24.166681 -3.443646 -8.297259  -0.0437
174 H 25.207645 -3.472303 -9.696706  0.3289
175 H 23.519598 -2.923561 -9.887648  0.4038
176 H 23.891171 -0.923699 -8.836490  -0.3397
177 H 25.433631 -1.958029 -7.038053  -0.2190
178 H 25.753371 -0.257037 -7.479084  0.2710
179 H 26.749289 -1.590880 -8.082364  0.4414
180 H 26.323896 -1.079106 -10.275587  0.3705
181 C 28.111865 4.201149 -0.429230  -1.3450
182 C 26.791679 3.795736 0.213656  0.9885
183 C 26.250906 4.821662 1.173121  -1.5182
184 O 25.820892 3.666642 -0.867673  0.1554
185 H 28.454466 3.391859 -1.084560  0.1926
186 H 28.856149 4.287612 0.364453  0.4998
187 H 27.994085 5.074854 -1.067335  0.1755
188 H 26.864221 2.777491 0.608179  0.1182
189 H 27.011354 4.920113 1.961975  0.4619
190 H 25.345567 4.509362 1.685578  0.3298
191 H 26.223036 5.808107 0.715174  0.3229
192 H 26.280537 3.336895 -1.646759  -0.2521

Force components x, y, z for each atom (eV/Å):
C 0.607 -0.832 0.355
O -0.361 -0.162 0.108
C -0.176 0.338 -0.212
C -0.448 0.096 1.131
N 0.798 0.456 0.303
C -0.208 0.054 -0.758
C 0.429 1.020 -0.488
O -0.102 -0.848 0.091
C 0.263 1.217 -0.268
H 0.216 0.483 -0.262
H -0.158 0.061 0.025
H -0.449 0.420 -0.286
H -0.006 0.072 -0.064
H 0.300 -0.247 0.017
H 0.475 -0.164 0.032
H 0.036 -0.179 -0.502
H -0.427 -0.268 -0.065
H -0.144 -0.009 -0.006
H -0.008 -0.123 0.028
H -0.098 -0.142 0.433
H -0.062 -0.514 0.262
H -0.122 -0.239 -0.097
H -0.084 -0.161 0.212
H -0.202 -0.301 0.097
C 0.098 -0.072 -1.451
O -0.089 0.462 0.752
C -0.760 -0.675 -0.280
C 1.554 -0.206 0.722
N 0.137 0.757 -1.164
C -0.745 -1.593 1.855
C 0.321 1.859 0.483
O 0.062 -0.068 -1.220
C -0.732 0.261 0.720
H -0.423 -0.352 -0.346
H 0.306 0.474 0.933
H 0.350 -0.364 0.479
H 0.019 0.301 0.039
H 0.140 -0.053 0.100
H -0.282 0.081 -0.294
H -0.675 0.212 -0.247
H -0.100 0.032 0.202
H -0.028 -0.183 -0.244
H 0.197 0.053 -0.671
H 0.194 0.015 -0.513
H -0.150 -0.090 0.043
H 0.551 0.007 0.390
H -0.038 -0.498 0.193
H 0.059 -0.155 -0.689
C -0.357 -0.417 -1.005
C -0.064 1.391 -0.870
C 0.324 -0.142 0.873
O -0.300 -0.500 0.360
H 0.407 0.096 0.113
H -0.172 0.022 0.280
H 0.134 0.016 0.535
H 0.272 -0.707 0.580
H -0.281 -0.113 -0.445
H 0.230 0.016 -0.335
H 0.041 0.090 0.148
H 0.069 0.231 -0.356
C 0.673 -0.456 0.706
C -1.776 0.184 -1.570
C -0.405 -1.255 -1.030
O 1.234 0.364 0.727
H 0.021 0.175 0.136
H 0.342 0.219 -0.166
H -0.328 -0.181 -0.006
H 0.117 -0.053 0.153
H 0.135 0.131 0.176
H 0.231 0.777 0.496
H 0.335 -0.036 0.437
H -0.497 -0.258 -0.088
C -0.616 1.909 -0.872
C 0.424 -1.573 1.031
C -0.557 1.211 -0.046
O -0.155 -0.241 -1.037
H 0.331 -0.192 -0.101
H -0.480 -0.341 0.359
H 0.384 -0.179 0.089
H -0.072 -0.109 -0.259
H 0.261 -0.329 -0.006
H 0.076 -0.099 0.260
H -0.019 -0.344 -0.156
H 0.661 0.522 0.950
C 0.023 0.832 1.024
C -0.197 -1.327 0.569
C 0.422 0.279 -0.713
O -0.180 1.237 -1.052
H -0.069 -0.126 -0.301
H 0.101 -0.382 -0.163
H 0.092 -0.184 -0.156
H -0.465 0.321 -0.419
H -0.082 0.074 -0.022
H 0.224 0.045 0.427
H -0.138 -0.401 0.579
H 0.279 -0.230 0.306
C 0.763 -0.646 0.745
C -1.214 1.293 0.951
C 1.204 0.256 -0.529
O 0.114 -0.108 -0.300
H -0.218 0.246 -0.229
H -0.012 0.095 -0.072
H -0.087 -0.011 -0.514
H -0.169 -0.290 -0.564
H -0.173 -0.199 0.121
H -0.411 -0.203 0.030
H -0.213 -0.147 0.147
H 0.129 -0.089 0.217
C -0.844 0.088 -0.495
C 0.917 0.456 0.491
C -0.175 0.941 0.385
O -0.110 -0.515 -0.271
H 0.553 0.104 -0.013
H 0.455 -0.519 0.110
H -0.225 -0.017 0.382
H -0.512 0.155 -0.118
H -0.258 -0.127 -0.076
H 0.132 -0.254 -0.036
H 0.343 -0.377 -0.051
H -0.288 -0.006 -0.254
C 0.751 -0.216 -0.553
C 0.435 0.009 0.774
C -0.598 -0.026 -0.016
O 0.057 -0.181 -0.192
H -0.451 0.157 -0.008
H -0.103 0.098 -0.170
H -0.113 -0.005 0.143
H -0.331 -0.015 0.085
H -0.047 0.117 0.051
H 0.394 -0.011 -0.167
H 0.207 0.148 -0.066
H -0.359 0.011 0.155
C -1.709 0.258 -0.201
C 0.673 0.456 -0.759
C 0.160 -0.538 1.154
O -0.135 -0.485 -0.068
H 0.617 0.096 0.761
H 0.428 -0.272 -0.298
H -0.001 -0.053 0.214
H -0.070 -0.162 0.077
H 0.160 0.344 -0.148
H -0.182 -0.078 -0.291
H -0.008 0.164 -0.574
H -0.156 0.086 0.109
C -0.002 -0.464 -0.693
C 0.783 -0.149 -0.976
C 0.061 0.073 0.206
O -0.709 -0.553 0.645
H 0.126 0.334 -0.013
H 0.080 0.016 0.245
H -0.148 0.440 0.167
H -0.515 -0.103 0.406
H 0.230 0.008 -0.275
H -0.197 0.260 0.000
H 0.211 0.093 0.233
H 0.038 -0.025 -0.112
C 0.093 -0.918 -0.356
C -0.405 0.641 1.435
C 0.024 -0.581 -0.506
O 0.019 0.118 -0.879
H -0.128 0.103 0.039
H 0.189 0.182 0.003
H -0.206 0.023 0.206
H 0.077 -0.052 -0.789
H -0.066 -0.002 -0.125
H 0.142 0.104 0.480
H -0.090 0.525 0.214
H 0.458 -0.257 0.274
C 0.593 0.417 -0.668
C -0.551 -1.328 1.547
C 0.697 -0.134 -0.338
O -0.158 0.677 -0.377
H -0.196 0.221 0.132
H -0.136 -0.067 -0.090
H 0.025 -0.381 -0.023
H 0.147 0.472 -0.465
H -0.278 0.173 0.046
H -0.013 0.002 -0.008
H -0.031 0.114 -0.101
H 0.009 -0.115 0.198
C 0.005 -0.925 0.379
C -0.498 -0.123 -1.694
C 1.282 -0.297 0.895
O -0.356 0.201 0.240
H -0.017 0.020 0.009
H 0.167 0.467 -0.234
H 0.107 0.318 0.373
H 0.196 0.267 0.640
H -0.167 -0.037 0.034
H -0.301 0.206 -0.317
H -0.524 -0.066 -0.189
H -0.055 -0.127 0.094

***

(2)
Density functional theory data (ωB97M-V/def2-TZVPD) for C3H6S in the gas phase at a distorted geometry.

Calculated values
HOMO-LUMO gap = 8.384 eV
E_HOMO = -8.459 eV
E_tot = -14039.51681 eV
Molecular weight = 74.15 g mol⁻¹
ΔE to the lowest compared entry with this formula, charge and spin = 323.2 kJ/mol
Maximum force = 0.1314 hartree/bohr
SMILES = CC(C)=S

Each line ends with the Mulliken charge.
Positions of all 10 atoms, in Å:
1 C -0.521667 1.189942 -0.078628  -1.1067
2 C 0.617647 0.001949 -0.436917  0.3818
3 C 0.132690 -1.143212 0.450247  -1.1636
4 S 1.880896 -0.618022 -1.319489  -0.2481
5 H 0.131513 1.983129 -0.310919  0.3382
6 H -0.942839 1.241136 0.815588  0.3618
7 H -1.235021 1.824876 -0.615593  0.4069
8 H -0.487419 -1.026245 1.401982  0.2731
9 H 0.824931 -1.899739 0.560216  0.4138
10 H -0.400732 -1.553814 -0.466488  0.3428

Force components x, y, z for each atom (eV/Å):
C 3.975 0.282 -5.456
C -2.637 -1.696 1.992
C -2.436 0.597 -0.691
S -0.610 2.707 -0.411
H 1.691 1.704 1.259
H -0.757 -0.733 4.409
H -0.836 -1.800 -1.785
H 0.571 0.287 -1.636
H 1.838 -1.286 0.676
H -0.800 -0.063 1.642